Entry 1:
This record from the OMol25 dataset describes 5 unconnected molecules or ions with the total composition C21H53FN5O3. The level of theory is the ωB97M-V functional and the def2-TZVPD basis.

Positions of all 83 atoms, in Å:
1 F -1.55517 -1.25215 1.24015
2 C -3.62274 -1.40745 -6.15512
3 C -2.71344 -2.14891 -5.07269
4 N -3.08628 -1.97731 -3.63252
5 C -2.91240 -0.80941 -2.96647
6 C -3.32947 -1.04188 -1.67355
7 N -3.83791 -2.33847 -1.54707
8 C -3.77222 -2.87685 -2.84469
9 C -4.30045 -2.99763 -0.35688
10 H -3.22537 -1.47542 -7.16783
11 H -3.62877 -0.33632 -5.95325
12 H -4.67434 -1.54001 -6.40939
13 H -1.68126 -1.80011 -5.10489
14 H -2.72641 -3.20782 -5.33087
15 H -2.40375 -0.01480 -3.49208
16 H -3.10803 -0.44513 -0.80105
17 H -4.00892 -3.90886 -3.05760
18 H -3.66309 -3.75491 0.09963
19 H -5.33298 -3.34298 -0.40892
20 H -4.35908 -2.25299 0.43695
21 C 4.27073 -1.98859 -1.44133
22 N 3.32080 -1.04375 -2.26852
23 C 4.19329 -0.26173 -3.21489
24 C 2.43461 -2.02673 -3.03012
25 C 2.74583 0.08999 -1.32088
26 C 1.99321 -0.41484 -0.19452
27 O 1.00921 -1.41490 -0.41477
28 H 5.02188 -1.32874 -1.00720
29 H 4.71478 -2.64594 -2.18886
30 H 3.67842 -2.47952 -0.66915
31 H 4.75081 0.46494 -2.62394
32 H 3.55257 0.14394 -3.99784
33 H 4.86152 -1.02882 -3.60621
34 H 1.74398 -2.64686 -2.45866
35 H 3.03650 -2.55791 -3.76748
36 H 1.94228 -1.32034 -3.69850
37 H 2.14086 0.66626 -2.02090
38 H 3.47785 0.86171 -1.08277
39 H 1.46818 0.37466 0.34318
40 H 2.65112 -0.76689 0.60004
41 H 0.31752 -1.40778 0.25089
42 C -1.64388 5.27475 -1.23431
43 N -1.05651 3.92359 -0.63272
44 C -1.26844 2.81077 -1.73265
45 C 0.42790 4.20814 -0.28092
46 C -1.85225 3.56441 0.65361
47 C -1.62653 2.14832 1.19068
48 O -2.60568 1.25684 0.81094
49 H -1.40264 6.00884 -0.46553
50 H -2.67353 5.07460 -1.53072
51 H -1.19627 5.38241 -2.22231
52 H -1.03636 1.84117 -1.29206
53 H -0.62140 3.14247 -2.54469
54 H -2.29853 2.78110 -2.08780
55 H 0.74701 4.62694 -1.23531
56 H 0.87110 3.22666 -0.11249
57 H 0.27663 4.89377 0.55283
58 H -2.93621 3.67495 0.68375
59 H -1.34106 4.23197 1.34726
60 H -1.61698 2.20777 2.27901
61 H -0.63690 1.87482 0.82471
62 H -2.17822 0.40479 0.92451
63 C 2.47717 -0.67708 6.69232
64 N 1.94246 -0.73434 5.28185
65 C 3.02495 -0.25277 4.40838
66 C 1.64421 -2.20237 5.07504
67 C 0.68336 0.21190 5.20608
68 C -0.13099 0.26339 3.88076
69 O -1.09770 -0.85908 3.80753
70 H 3.30669 -1.36709 6.84684
71 H 1.63506 -1.01897 7.29403
72 H 2.82970 0.34837 6.80314
73 H 2.65773 -0.33714 3.38558
74 H 3.97586 -0.77253 4.52550
75 H 3.05894 0.79403 4.71029
76 H 2.42924 -2.90071 5.36513
77 H 1.34314 -2.27172 4.02975
78 H 0.65992 -2.45128 5.47167
79 H 1.01351 1.17036 5.60665
80 H 0.13361 -0.21110 6.04688
81 H 0.55471 0.16106 3.03967
82 H -0.62594 1.22794 3.76772
83 H -1.23096 -1.01843 2.87027

Forces on atoms 1 to 6 (eV/Å):
F 0.612 0.816 -0.363
C 0.724 1.295 0.258
C -1.608 -0.125 -1.005
N -2.410 -2.073 -0.485
C 0.030 -0.886 1.279
C 0.512 -0.137 0.400

LUMO energy = -6.806 eV
Net charge = +3
Energy = -38918.7582 eV
Relative energy (zero: lowest compared OMol25 entry of this formula, charge and spin) = 0.0 kcal per mole
Orbital gap = 9.8 eV

Entry 2:
This record from the OMol25 dataset describes 5 unconnected molecules or ions with the total composition C21H53N6O6. The level of theory is the ωB97M-V functional and the def2-TZVPD basis.

Positions of all 86 atoms, in Å:
1 N -2.37388 -3.37169 2.64380
2 O -2.48108 -2.42742 1.82475
3 O -3.22600 -3.48754 3.50681
4 O -1.45449 -4.14349 2.65439
5 C -7.94040 8.67295 0.43260
6 C -7.88119 7.63463 -0.70065
7 N -7.69545 6.26328 -0.14554
8 C -6.55122 5.90138 0.55203
9 C -6.62352 4.53602 0.88617
10 N -7.70018 3.94436 0.24130
11 C -8.36101 5.06140 -0.42285
12 C -8.11542 2.57229 0.22900
13 H -7.89789 9.67997 0.01763
14 H -7.02185 8.61152 1.01621
15 H -8.68281 8.57079 1.22410
16 H -7.05512 7.79419 -1.39364
17 H -8.86610 7.70526 -1.16223
18 H -5.81365 6.63493 0.84237
19 H -6.03633 3.93279 1.56273
20 H -9.21612 4.97102 -1.07631
21 H -7.54619 1.97067 0.93762
22 H -7.99808 2.19435 -0.78662
23 H -9.18139 2.55060 0.45558
24 C 0.74813 5.80558 -7.71817
25 N -0.41627 4.89658 -7.17981
26 C -1.71291 5.79924 -7.20754
27 C -0.47642 3.63339 -8.09511
28 C -0.10799 4.42445 -5.75715
29 C -1.18925 3.56172 -5.05938
30 O -0.94315 3.54020 -3.70367
31 H 0.54568 5.85821 -8.78791
32 H 1.70793 5.32879 -7.51928
33 H 0.72565 6.75146 -7.17697
34 H -1.65395 6.43032 -6.32077
35 H -2.55523 5.11022 -7.14543
36 H -1.57610 6.21466 -8.20595
37 H 0.52093 3.19377 -8.08401
38 H -0.63122 3.93619 -9.13070
39 H -1.17415 2.93421 -7.63421
40 H 0.11550 5.39333 -5.31057
41 H 0.83734 3.88675 -5.68428
42 H -1.41776 2.57709 -5.46729
43 H -2.08306 4.17698 -5.16263
44 H -1.17500 2.75522 -3.20202
45 C 3.75226 -5.10663 9.44929
46 N 3.78789 -4.80295 7.94795
47 C 3.00328 -3.54875 7.70255
48 C 5.30934 -4.50075 7.62089
49 C 3.24571 -5.93375 7.07625
50 C 1.77818 -6.58785 7.39839
51 O 1.84374 -7.16549 8.68699
52 H 4.34770 -5.99872 9.64351
53 H 2.72359 -5.10640 9.80975
54 H 4.10391 -4.18564 9.91429
55 H 3.23912 -2.89697 8.54378
56 H 1.93321 -3.66499 7.87442
57 H 3.11759 -3.21116 6.67247
58 H 5.29322 -4.03916 6.63358
59 H 5.90800 -5.40940 7.68457
60 H 5.63169 -3.70011 8.28661
61 H 3.99722 -6.70902 7.22558
62 H 3.29216 -5.68235 6.01665
63 H 1.34156 -7.15743 6.57800
64 H 1.11782 -5.72168 7.44061
65 H 0.95845 -7.50644 8.83396
66 C 4.09080 -2.50558 -1.29710
67 N 4.24138 -3.70809 -2.23737
68 C 2.90821 -4.10850 -2.90704
69 C 5.18898 -3.24451 -3.34607
70 C 4.71533 -5.00256 -1.49249
71 C 6.16249 -4.83572 -0.93807
72 O 6.32240 -5.44742 0.35646
73 H 4.96410 -2.16902 -0.73839
74 H 3.23928 -2.77034 -0.67026
75 H 3.62590 -1.72600 -1.90062
76 H 2.97426 -5.02911 -3.48690
77 H 2.63494 -3.28754 -3.56995
78 H 2.11054 -4.30062 -2.18947
79 H 5.40120 -3.99029 -4.11215
80 H 6.11612 -2.76829 -3.02710
81 H 4.54250 -2.52927 -3.85460
82 H 4.79781 -5.67283 -2.34808
83 H 3.95652 -5.08542 -0.71439
84 H 6.32380 -3.75898 -0.88600
85 H 6.89971 -5.07801 -1.70352
86 H 6.68862 -6.32667 0.23644

Forces on atoms 1 to 6 (eV/Å):
N -1.708 1.850 0.321
O 0.597 0.147 -0.858
O -1.873 -0.030 1.443
O 3.237 -1.850 -0.998
C 1.727 -0.055 0.423
C -1.250 0.132 1.043

LUMO energy = -5.418 eV
Net charge = +3
Energy = -43829.2860 eV
Relative energy (zero: lowest compared OMol25 entry of this formula, charge and spin) = 102.1 kcal per mole
Orbital gap = 4.4 eV